Entry from OMol25: a 2-piece molecular cluster, C16H16F6IN6O6S overall in a non-equilibrium geometry (ωB97M-V/def2-TZVPD).

Properties
**Calculated total energy**: -73302.6551 eV
**Kohn-Sham gap**: 0.2643 Ha
**Net charge**: +1
**HOMO level**: -10.81 eV
**LUMO energy**: -0.1328 Eh

Each line ends with the Mulliken charge.
Geometry (Å):
N (1.39484, -3.28332, -1.19477)  -0.445
C (0.68545, -2.10795, -1.04727)  0.090
N (-0.49485, -2.07994, -0.50214)  -0.441
C (-0.88886, -0.77566, -0.48609)  0.534
N (-2.07345, -0.43995, -0.00109)  -0.351
I (-2.90842, 1.42071, 0.05578)  0.276
C (-2.91885, -1.53073, 0.53552)  -0.733
C (-3.60513, -2.35022, -0.56140)  -0.185
C (-4.54799, -3.35038, 0.01382)  0.204
F (-5.30096, -2.93198, 1.06940)  -0.276
C (-4.78991, -4.58256, -0.50185)  0.211
F (-3.91103, -5.55880, -0.49627)  -0.183
F (-5.88342, -4.96849, -1.11307)  -0.190
N (0.07658, 0.03264, -0.99577)  0.940
C (0.20899, 1.47895, -1.15466)  -1.042
C (-0.50946, 2.03355, -2.38202)  -0.508
O (-0.66144, 3.43590, -2.15819)  -0.242
C (-1.84296, 3.96494, -2.60788)  0.069
O (-2.83989, 3.98939, -1.95276)  -0.398
N (1.08337, -0.84791, -1.40544)  -0.433
S (2.54558, -0.48233, -2.19458)  1.158
O (3.58748, -0.69811, -1.25449)  -0.627
O (2.45236, 0.76754, -2.85908)  -0.606
C (2.78794, -1.77487, -3.55286)  0.702
F (3.55533, -2.75390, -3.12985)  -0.181
F (1.61105, -2.21939, -3.99128)  -0.226
F (3.39013, -1.12555, -4.52690)  -0.183
H (1.37080, -3.67394, -2.12822)  0.310
H (2.35417, -3.20738, -0.87147)  0.373
H (-2.36698, -2.16061, 1.23126)  0.345
H (-3.71383, -1.06444, 1.11366)  0.422
H (-2.86281, -2.91575, -1.12950)  0.295
H (-4.19482, -1.69439, -1.21107)  0.286
H (1.25343, 1.77201, -1.21899)  0.825
H (-0.12958, 1.94559, -0.22530)  0.069
H (0.09770, 1.88043, -3.27816)  0.331
H (-1.48009, 1.55565, -2.53056)  0.414
H (-1.80153, 4.39009, -3.62009)  0.413
C (3.21527, 1.32997, 5.13850)  -0.436
C (3.57766, 2.58812, 4.67582)  -0.455
C (2.86701, 3.18166, 3.64562)  -0.442
C (1.79742, 2.49549, 3.09902)  0.192
C (1.42230, 1.23856, 3.54112)  -0.313
C (2.14193, 0.65502, 4.57005)  -0.561
N (1.03138, 3.13271, 2.02179)  1.043
O (1.37939, 4.22132, 1.63400)  -0.589
O (0.06896, 2.52377, 1.56254)  -0.632
H (3.77016, 0.87379, 5.94717)  0.397
H (4.41339, 3.11027, 5.11992)  0.388
H (3.14007, 4.15979, 3.27888)  0.474
H (0.58292, 0.72529, 3.09645)  0.530
H (1.86318, -0.32460, 4.93271)  0.387